119
Properties=species:S:1:pos:R:3:forces:R:3 method="wB97M-V/def2-TZVPD" charge=+1
C 5.1989 0.1206 1.5822 0.0 1.0 -0.3
C 4.0654 1.1661 1.6806 0.3 -0.2 0.1
C 2.8250 0.6680 2.4706 0.6 0.4 -0.2
F 3.0246 -0.6389 2.8724 -0.1 -0.4 -0.3
C 1.4713 0.9020 1.7782 -0.3 0.0 0.8
C 1.2242 2.4183 1.9679 -0.6 0.3 -0.5
C 0.1803 2.8111 3.0025 0.3 0.4 0.1
O -1.1170 2.6231 2.4674 0.0 0.1 0.7
Si -2.4300 3.0985 3.4339 -1.6 0.0 -0.1
C -3.7790 3.6255 2.2125 1.1 -0.2 -0.5
C -2.0712 4.5667 4.5475 0.4 -0.3 -0.5
C -3.1792 1.6671 4.4229 0.3 0.5 -0.4
C 0.3946 -0.1455 2.1985 1.0 -1.8 0.4
C -0.2194 -0.1501 3.6007 -0.9 -0.1 -0.5
O 0.7719 0.0180 4.5805 -0.2 0.2 0.0
C 1.0681 -1.1695 5.3022 0.5 0.2 0.3
O -0.4996 -0.3906 1.0873 0.3 0.9 0.0
C -0.1080 0.6106 0.1400 -1.9 -1.2 0.3
Si -0.9560 0.6722 -1.5826 -1.0 -0.1 -1.5
C -1.7742 2.3770 -1.7515 0.5 -0.7 0.8
C -2.3922 -0.5597 -1.6939 0.7 0.1 0.1
C 0.2648 0.5693 -3.0265 -0.1 0.2 0.5
N 1.3682 0.5999 0.2828 0.3 1.6 -0.2
C 2.2035 -0.5839 -0.1488 1.1 -1.3 -0.5
O 1.7236 -1.3923 -1.1661 -0.4 0.8 0.4
C 0.8651 -2.4223 -0.7999 -1.2 -1.3 -0.6
C 0.8730 -3.0741 0.4240 0.7 0.3 0.5
C 0.0083 -4.1193 0.7376 -0.1 0.5 -0.7
C -0.9120 -4.5453 -0.2150 0.6 0.3 0.4
C -0.8982 -3.9277 -1.4633 -0.3 -0.3 0.0
C -0.0334 -2.8888 -1.7764 0.4 0.2 0.6
H 5.4524 -0.2615 2.5660 -0.1 -0.3 -0.1
H 4.9879 -0.6624 0.8564 0.0 -0.2 0.3
H 6.0776 0.6635 1.2253 0.0 -0.2 -0.1
H 4.4968 2.0215 2.2019 -0.2 0.1 0.0
H 3.8121 1.5450 0.6846 -0.1 -0.1 0.0
H 2.7830 1.2471 3.3916 -0.3 -0.2 0.1
H 0.8771 2.8541 1.0204 0.0 0.0 0.1
H 2.1375 2.9706 2.1934 0.2 -0.4 0.1
H 0.3369 3.8727 3.2288 0.0 0.0 -0.1
H 0.3468 2.2875 3.9540 -0.1 -0.1 -0.2
H -4.2704 4.5503 2.5103 -0.2 -0.2 0.1
H -4.4824 2.8200 2.0007 -0.2 0.1 0.2
H -3.2819 3.8391 1.2566 -0.1 0.1 0.1
H -1.5796 5.3432 3.9517 0.1 0.0 0.2
H -1.4605 4.3264 5.4180 0.0 0.1 0.0
H -3.0262 4.9854 4.8678 0.0 -0.1 0.1
H -4.2418 1.9085 4.5183 0.0 0.0 0.1
H -2.7612 1.5580 5.4237 0.0 -0.2 -0.1
H -3.1377 0.7353 3.8542 0.0 -0.1 0.2
H 0.9591 -1.0892 2.2026 0.2 0.3 0.2
H -0.6920 -1.1302 3.7259 -0.1 0.0 -0.1
H -1.0272 0.5775 3.6841 0.3 0.1 0.2
H 1.6382 -0.8657 6.1805 0.0 0.0 -0.1
H 0.1678 -1.6689 5.6659 -0.1 0.0 -0.2
H 1.6984 -1.8326 4.7046 -0.2 -0.2 0.0
H -0.5927 1.4850 0.6033 1.2 0.6 -0.3
H -1.0429 3.1874 -1.7473 -0.2 0.1 -0.1
H -2.3629 2.3730 -2.6678 0.1 0.1 -0.1
H -2.4622 2.4895 -0.9069 0.0 0.3 -0.1
H -2.2790 -1.1738 -2.5895 0.0 0.0 0.1
H -2.3917 -1.2212 -0.8264 -0.2 0.0 0.0
H -3.3333 -0.0178 -1.7869 0.0 0.0 0.2
H 1.2411 0.9495 -2.7044 0.1 -0.2 -0.2
H 0.3620 -0.4321 -3.4367 0.3 0.0 0.1
H -0.0682 1.2381 -3.8233 -0.1 0.0 0.1
H 1.7144 1.4039 -0.2447 0.1 0.0 0.1
H 2.4853 -1.1990 0.7047 -0.4 0.4 0.3
H 3.1406 -0.1585 -0.5057 -0.2 0.1 -0.2
H 1.5835 -2.7710 1.1873 -0.1 -0.1 0.0
H 0.0713 -4.5538 1.7244 -0.1 -0.1 0.0
H -1.5943 -5.3399 0.0487 -0.1 0.0 -0.3
H -1.6027 -4.2671 -2.2122 0.1 0.1 -0.1
H -0.0819 -2.4383 -2.7570 0.1 0.0 0.0
C 6.8362 1.7840 -3.3323 0.2 0.0 -0.1
C 6.6659 2.6008 -2.0680 -0.3 -0.1 -0.3
O 7.8859 2.6959 -1.3264 -0.1 -0.1 0.1
C 8.7944 3.5386 -1.8303 0.1 0.0 0.1
O 8.6549 4.2190 -2.8106 0.0 0.0 -0.1
O 9.8699 3.4971 -1.0495 0.0 0.0 0.0
C 10.9625 4.2988 -1.5119 0.3 0.1 0.0
H 7.2486 0.8015 -3.0980 -0.1 0.0 0.0
H 5.8777 1.6555 -3.8367 0.0 0.0 0.0
H 7.5229 2.2698 -4.0228 -0.1 0.1 0.0
H 5.9592 2.1053 -1.4005 0.1 0.0 0.1
H 6.2753 3.5963 -2.2827 0.2 0.0 0.0
H 10.6516 5.3287 -1.6706 -0.1 0.0 -0.1
H 11.3699 3.8822 -2.4314 -0.1 0.1 0.0
H 11.7228 4.2682 -0.7371 -0.1 -0.1 0.1
C -5.8537 -0.7261 1.0190 -0.1 0.2 -0.1
C -6.3000 -1.5581 2.2029 0.2 -0.2 -0.3
O -6.9355 -0.7583 3.2073 0.1 0.0 0.1
C -8.1820 -0.3722 2.9246 0.0 0.0 0.1
O -8.8015 -0.6541 1.9341 0.0 0.0 -0.1
O -8.6208 0.3743 3.9364 0.0 0.0 0.0
C -9.9274 0.9221 3.7359 -0.2 0.1 0.1
H -5.2149 0.0952 1.3520 0.1 -0.1 0.0
H -5.2995 -1.3386 0.3069 0.0 0.0 0.0
H -6.7041 -0.2870 0.4995 0.0 -0.1 0.0
H -5.4341 -2.0035 2.6906 -0.1 0.1 0.2
H -6.9588 -2.3709 1.8976 -0.1 0.1 0.0
H -10.6473 0.1409 3.5034 0.1 0.0 -0.1
H -9.9053 1.6631 2.9383 0.0 -0.1 -0.1
H -10.2104 1.4056 4.6664 0.1 0.0 0.0
C -0.7159 -7.1764 -7.1184 0.2 0.2 0.1
C -2.0423 -6.5026 -6.8385 0.0 -0.4 -0.3
O -1.8945 -5.3611 -5.9757 0.0 0.1 0.1
C -1.3927 -4.2720 -6.5491 0.0 -0.2 0.0
O -1.0762 -4.1473 -7.7003 0.0 0.1 -0.1
O -1.2949 -3.3210 -5.6112 -0.1 0.0 0.1
C -0.6836 -2.1159 -6.0593 0.2 0.3 0.1
H -0.2174 -7.4395 -6.1842 -0.1 -0.1 0.0
H -0.8683 -8.0820 -7.7046 0.0 0.0 0.0
H -0.0480 -6.5188 -7.6730 -0.1 0.0 -0.1
H -2.6998 -7.1856 -6.3043 0.0 0.2 0.1
H -2.5484 -6.2094 -7.7580 0.1 0.1 0.0
H -1.1760 -1.7081 -6.9394 0.0 -0.1 -0.1
H 0.3734 -2.2850 -6.2642 0.0 0.0 -0.1
H -0.7761 -1.4046 -5.2410 -0.1 -0.1 0.0

78
Properties=species:S:1:pos:R:3:forces:R:3 method="wB97M-V/def2-TZVPD" s2=8.809 spin_multiplicity=6 charge=+2
Cr 12.1353 10.5224 10.1874 1.4 0.9 -0.8
C 13.9303 8.5602 8.0143 1.5 0.0 -0.4
C 14.7608 9.4542 8.9449 1.1 -0.7 -0.9
C 16.1737 9.5735 9.1710 -1.1 -0.3 -0.4
C 16.3057 10.5620 10.1200 -0.8 0.1 0.3
N 15.0805 11.0515 10.4557 -0.8 -1.5 -1.8
N 14.1235 10.3298 9.6701 0.4 1.5 2.3
B 14.5431 12.0172 11.5428 1.1 1.0 0.6
N 13.8696 11.1442 12.6303 -2.5 -0.7 -0.5
C 14.3358 10.4728 13.6847 -1.2 -1.8 -0.2
C 13.5828 9.2975 13.8606 -0.6 0.2 -0.5
C 12.5718 9.3356 12.8290 0.6 -0.4 2.9
C 11.3714 8.3902 12.6962 0.9 0.9 1.9
N 12.6711 10.4765 12.1887 1.7 0.9 -0.9
N 13.5191 12.9864 10.8858 -2.1 -0.7 -1.8
C 13.3423 14.2885 11.0374 0.0 1.7 1.0
C 12.2726 14.7637 10.2960 0.3 -0.9 -0.2
C 11.8291 13.6322 9.5569 0.2 1.4 0.9
C 10.8513 13.6534 8.4094 0.6 -0.2 0.6
N 12.5151 12.5726 9.9466 1.1 -0.9 0.6
N 15.6989 12.8611 12.1163 0.7 0.7 0.4
C 16.7341 13.4697 11.4225 0.4 0.5 0.8
C 17.7700 13.7549 12.3187 -1.0 -1.4 0.4
C 17.2708 13.2595 13.6000 0.2 0.0 -2.0
C 18.0201 13.0589 14.8769 0.4 0.8 0.5
N 16.0345 12.8202 13.4628 0.0 -0.9 -0.5
H 14.6126 7.7866 7.5280 -1.1 0.9 0.7
H 13.5384 9.2050 7.1805 0.0 -0.8 0.8
H 13.1504 8.0433 8.6180 0.3 0.3 -0.7
H 16.9603 9.0270 8.6670 -0.2 0.1 0.2
H 17.2078 10.9015 10.6070 -0.1 0.2 0.0
H 15.1275 10.8584 14.2717 0.7 0.3 0.2
H 13.6724 8.5576 14.6736 0.0 0.6 -0.7
H 11.6279 7.5096 13.3058 -0.3 0.1 -0.5
H 11.1790 8.1104 11.6811 -0.4 -0.3 -0.6
H 10.4935 8.8612 13.2141 0.6 -0.5 -0.7
H 13.9640 14.9119 11.7002 -0.2 -0.8 -0.4
H 11.8960 15.7746 10.3328 0.1 -0.1 -0.4
H 9.8410 13.8480 8.7624 -0.2 -0.2 0.0
H 10.9130 12.7008 7.8568 -0.1 0.6 -0.1
H 11.1435 14.5328 7.8223 -0.2 -0.5 -0.3
H 16.6020 13.8214 10.3929 0.2 -0.6 0.4
H 18.8127 14.0199 12.1261 -0.7 0.4 -0.1
H 18.5845 12.0983 14.9224 -0.7 0.5 -0.2
H 17.2760 13.1047 15.7002 0.8 0.0 -0.3
H 18.8026 13.8575 14.9830 -0.9 -0.6 0.2
C 7.3401 5.7981 9.8226 0.9 -0.5 -0.9
C 8.1412 6.0943 8.6939 -0.7 0.0 1.1
C 8.8395 7.2879 8.6024 -0.1 -0.1 -0.1
C 8.8076 8.1790 9.6639 -1.1 0.0 1.6
C 8.0746 7.8442 10.8549 0.6 -0.2 -0.8
C 7.3411 6.6383 10.9150 0.5 1.3 -0.4
As 9.6407 9.9534 9.5412 -0.8 0.1 -0.4
C 8.5561 10.8754 8.1499 0.3 -0.7 0.7
C 8.6500 10.7467 6.8000 1.0 -0.6 0.5
C 7.8315 11.4803 5.9655 -0.6 0.7 -0.6
C 6.8485 12.3218 6.5110 -1.0 -0.3 0.4
C 6.6355 12.3218 7.8871 -1.0 1.2 -1.3
C 7.5145 11.6567 8.7143 0.2 -0.4 2.2
C 7.4523 11.6900 10.1746 0.8 -0.7 -1.7
C 6.4773 12.3278 10.9685 -0.5 0.1 0.7
C 6.6587 12.3921 12.3658 -0.4 0.4 -1.0
C 7.8015 11.7943 12.9157 0.1 0.3 -0.2
C 8.7214 11.0805 12.1119 -0.7 -0.1 -0.4
C 8.5491 10.9745 10.7564 -0.5 0.6 1.2
H 6.8034 4.8449 9.8526 0.1 0.4 0.0
H 8.1967 5.3815 7.9006 0.0 -0.3 -0.4
H 9.3731 7.4957 7.6838 0.1 0.1 0.0
H 8.1464 8.4820 11.7424 -0.3 -0.2 -0.4
H 6.7365 6.4014 11.7709 0.0 0.0 0.3
H 9.3897 10.0658 6.4222 0.2 -0.1 -0.5
H 7.9538 11.3936 4.8861 -0.1 0.1 0.2
H 6.1223 12.8297 5.8684 0.5 -0.1 0.2
H 5.7889 12.8562 8.3354 0.4 -0.1 -0.4
H 5.5788 12.6811 10.4307 0.6 0.1 0.8
H 5.9516 12.9309 13.0287 0.5 -0.5 -0.7
H 7.9892 11.9008 13.9822 -0.1 -0.2 -0.2
H 9.4925 10.5167 12.5678 0.8 -0.1 0.6

| no. | E (a.u.) |
| --- | --- |
| 1 | -3085.367982 |
| 2 | -5058.065499 |